a) Below is a cluster of 2 separate species, C3H8N3 in total, with properties calculated with wB97M-V/def2-TZVPD.

As for the molecular weight: 86.118 Da. As for the total charge: +1. The calculation puts the gap between HOMO and LUMO at 6.140 eV. Its HOMO energy is -11.174 eV. The spin multiplicity is 1.

The geometry in XYZ format:
```
14
Properties=species:S:1:pos:R:3:lowdin_charge:R:1
C 0.712 1.563 -2.221 0.033
C 0.686 0.061 -2.297 -0.035
C -0.379 0.849 0.002 0.218
N -1.277 -1.481 2.655 -0.071
N -0.831 -2.060 3.586 -0.174
N 0.028 0.704 -1.208 -0.072
H 1.486 2.124 -1.620 0.160
H -0.047 2.011 -2.924 0.156
H 0.075 -0.526 -2.964 0.138
H 1.489 -0.618 -2.186 0.124
H -0.273 1.869 0.323 0.118
H -0.473 0.088 0.801 0.091
H -0.019 -2.797 3.405 0.145
H -1.179 -1.785 4.649 0.170
```

b) Below is the ion C3H8N3 with charge +1, with properties calculated with wB97M-V/def2-TZVPD.

As for the molecular weight: 86.118 Da. As for the total charge: +1. The calculation puts the gap between HOMO and LUMO (spin up / spin down) at 9.592 / 9.590 eV. Its HOMO energy (spin up / spin down) is -14.467 / -14.465 eV. The spin multiplicity is 1.

The geometry in XYZ format:
```
14
Properties=species:S:1:pos:R:3:lowdin_charge:R:1
C -1.908 0.447 0.093 -0.353
C -0.064 -1.342 -0.016 0.113
C 1.655 0.234 -0.183 -0.002
N -2.136 -0.768 0.199 0.200
N -0.712 1.077 -0.059 0.097
N 0.295 0.026 0.302 -0.217
H -2.728 1.252 0.131 0.174
H 0.092 -1.987 0.852 0.131
H -0.256 -1.486 -1.041 0.099
H 1.619 0.086 -1.362 0.169
H 2.174 1.182 0.160 0.135
H 2.149 -0.527 0.381 0.093
H -0.484 1.737 -0.795 0.160
H 0.304 0.068 1.339 0.200
```

c) Below is the ion C3H8N3 with charge +1, with properties calculated with wB97M-V/def2-TZVPD.

As for the molecular weight: 86.118 Da. As for the total charge: +1. The calculation puts the gap between HOMO and LUMO at 10.797 eV. Its HOMO energy is -15.324 eV. The spin multiplicity is 1. The SMILES is C=NC(=[NH2+])NC.

The geometry in XYZ format:
```
14
Properties=species:S:1:pos:R:3:lowdin_charge:R:1
C -2.063 -0.839 -1.390 0.081
N -1.488 -1.340 -0.359 0.108
C -0.327 -0.588 0.067 -0.346
N 0.611 -1.374 0.685 0.236
N -0.256 0.707 -0.010 0.038
C 0.698 1.587 0.675 -0.020
H -3.031 -1.029 -1.635 0.072
H -1.399 -0.177 -1.928 0.090
H 0.598 -2.362 0.722 0.123
H 1.454 -0.972 1.010 0.106
H -0.846 1.346 -0.659 0.207
H 0.864 1.328 1.764 0.131
H 1.572 1.705 0.081 0.092
H 0.200 2.520 0.725 0.082
```

d) Below is a cluster of 2 separate species, C3H8N3 in total, with properties calculated with wB97M-V/def2-TZVPD.

As for the molecular weight: 86.118 Da. As for the total charge: +1. The calculation puts the gap between HOMO and LUMO (spin up / spin down) at 8.854 / 8.853 eV. Its HOMO energy (spin up / spin down) is -12.710 / -12.711 eV. The spin multiplicity is 1.

The geometry in XYZ format:
```
14
Properties=species:S:1:pos:R:3:lowdin_charge:R:1
C 0.463 -0.418 -1.350 -0.009
C 0.018 1.023 -1.298 -0.033
C 0.568 0.210 1.059 -0.032
N -1.665 -1.254 1.850 0.061
N -0.886 -1.260 0.971 0.019
N 0.963 0.488 -0.278 -0.133
H -0.297 -1.077 -0.965 0.082
H 1.086 -0.587 -2.248 0.148
H 0.185 2.004 -1.839 0.158
H -1.017 1.099 -0.746 0.155
H -0.069 1.049 1.526 0.127
H 1.242 -0.347 1.794 0.126
H -2.451 -1.942 1.819 0.124
H 1.859 1.012 -0.294 0.207
```

Stability check: which of them is most stable? c).